The following is a quantum chemistry calculation of the molecule C3H3ClN2O2 in a non-equilibrium geometry, from the OMol25 dataset.

The spin multiplicity is 1. The value obtained for the LUMO energy is -0.020 Ha. The orbital gap is 0.405 hartree. The strongest force on any atom comes out at 3.65 eV/Å. As for the SMILES: N#C[C@@H](Cl)C[N+](=O)[O-]. The energy above the lowest of the compared OMol25 structures with the same formula, charge and spin comes out at 105.9 kcal/mol.

Last column: natural (NBO) charge in e.
Atoms and positions in Å:
N  2.50197  1.63043  0.52028  -0.259
C  1.82172  0.82723  0.09250  0.220
C  1.00987  -0.26278  -0.48145  -0.316
Cl  1.59311  -1.80492  0.03301  0.050
C  -0.51556  0.11222  0.43483  -0.271
N  -1.84742  -0.34705  -0.11610  0.512
O  -2.55473  -0.97336  0.62540  -0.333
O  -2.16381  -0.04064  -1.27102  -0.380
H  1.00501  -0.22124  -1.60873  0.286
H  -0.51084  1.22148  0.28327  0.242
H  -0.33932  -0.14135  1.48800  0.250

Atoms 1-3, force components in eV/Å:
0.7 1.1 0.6
-0.5 -1.6 -1.2
-2.7 1.4 1.2



The following is a quantum chemistry calculation of a structure of composition C67H128F12N15O26S12 in a non-equilibrium geometry, from the OMol25 dataset.

The spin multiplicity is 1. The value obtained for the LUMO energy is -0.214 Ha. As for the charge: +3. The orbital gap is 0.292 hartree. The strongest force on any atom comes out at 4.56 eV/Å.

Last column: Mulliken charge in e.
Atoms and positions in Å:
C  -11.50434  -1.62768  3.97107  -1.084
C  -10.77546  -0.32131  4.04845  -0.753
C  -9.32950  -0.42288  4.19657  -0.166
C  -8.62239  -0.85715  2.89455  -1.423
N  -7.19499  -1.29638  3.02164  1.094
C  -6.70697  -1.22091  1.54544  -0.077
C  -7.42183  -2.35457  0.93021  -1.144
C  -7.43833  -3.46124  2.05513  -0.491
C  -7.18992  -2.74979  3.38835  -0.530
C  -6.53995  -0.47322  4.03279  -1.233
H  -10.87785  -2.44070  3.51005  0.212
H  -12.42022  -1.63466  3.37680  0.337
H  -11.72627  -1.94356  4.98566  0.335
H  -11.19212  0.20846  4.90131  0.383
H  -11.06144  0.22462  3.15932  0.366
H  -9.15021  -1.28917  4.92196  0.194
H  -8.98937  0.47864  4.67549  0.413
H  -8.58716  0.02814  2.27430  0.484
H  -9.12162  -1.59687  2.29797  0.548
H  -5.61807  -1.28536  1.56784  0.106
H  -6.90906  -0.22701  1.07397  0.395
H  -6.81381  -2.75383  0.09869  0.431
H  -8.35526  -2.12534  0.46127  0.410
H  -6.54715  -4.10621  1.76256  0.171
H  -8.36177  -4.10055  2.09947  0.416
H  -6.17124  -2.98584  3.77211  0.225
H  -7.98770  -2.94990  4.13982  0.508
H  -5.52531  -0.30752  3.69251  0.171
H  -6.53713  -1.01307  4.98022  0.357
H  -6.98360  0.50252  4.04396  0.387
C  7.25414  -2.61762  -7.59170  -1.168
C  8.30077  -2.72183  -6.47127  -0.822
C  7.73750  -2.70749  -5.04985  0.150
C  8.79886  -2.99134  -3.97829  -1.211
N  8.35205  -2.90407  -2.53035  0.589
C  9.35202  -3.64245  -1.66594  -0.551
C  8.84601  -5.04970  -1.64310  -1.001
C  7.43439  -5.02983  -2.35597  -0.631
C  7.09978  -3.54718  -2.33036  0.362
C  8.38887  -1.50738  -2.05943  -1.851
H  6.95240  -1.55353  -7.68388  0.270
H  6.37790  -3.26199  -7.35783  0.313
H  7.69980  -2.90025  -8.57896  0.375
H  9.10386  -2.02896  -6.71553  0.432
H  8.81908  -3.66323  -6.56152  0.424
H  6.90082  -3.38947  -4.95349  0.392
H  7.30719  -1.71516  -4.74797  0.017
H  9.74116  -2.47085  -4.14407  0.396
H  9.11540  -4.02951  -4.07762  0.636
H  9.37835  -3.14091  -0.67440  0.386
H  10.33875  -3.50690  -2.11947  0.416
H  8.77223  -5.36272  -0.63443  0.460
H  9.58714  -5.66617  -2.08318  0.423
H  6.70576  -5.72403  -1.86336  0.432
H  7.46349  -5.40090  -3.41393  0.306
H  6.68901  -3.23276  -1.40296  -0.006
H  6.43444  -3.23639  -3.11002  -0.311
H  8.05308  -0.89216  -2.83536  0.441
H  9.42757  -1.30841  -1.92463  0.571
H  7.82350  -1.37824  -1.15118  0.357
C  -3.18976  3.82724  -7.50383  -1.294
C  -3.38545  4.25094  -6.04715  -0.040
C  -4.83836  4.77878  -5.82685  -0.606
C  -5.19133  4.87825  -4.31935  -0.999
N  -6.64786  5.13720  -4.01153  0.420
C  -7.15010  6.40155  -4.67846  -0.464
C  -8.43202  6.74381  -3.95388  -0.905
C  -8.22581  6.01973  -2.51852  -0.746
C  -6.88880  5.35382  -2.56601  -0.436
C  -7.48622  3.98183  -4.45965  -0.914
H  -3.91285  3.03937  -7.72707  0.344
H  -2.14210  3.47358  -7.58503  0.394
H  -3.33365  4.69866  -8.24025  0.292
H  -2.61748  4.98910  -5.72329  0.003
H  -3.21218  3.38768  -5.35369  0.325
H  -5.52176  4.10704  -6.28648  0.313
H  -4.86282  5.73095  -6.25410  0.446
H  -4.65511  5.71791  -3.79135  0.298
H  -4.85403  4.07329  -3.71970  0.480
H  -7.20901  6.20224  -5.72251  0.510
H  -6.47633  7.28021  -4.46629  0.353
H  -9.28864  6.29624  -4.39877  0.354
H  -8.55310  7.83326  -3.90212  0.384
H  -9.02328  5.23361  -2.27210  0.311
H  -8.23061  6.80185  -1.79738  0.385
H  -6.90880  4.36304  -2.07975  -0.073
H  -6.10886  5.81646  -2.10971  0.691
H  -7.42731  3.73104  -5.50284  0.341
H  -8.54187  4.30038  -4.22304  0.423
H  -7.19326  3.17708  -3.79720  0.357
C  -2.44967  5.65509  6.85567  -0.898
N  -1.57202  4.42773  6.55223  0.306
C  -2.00523  3.11874  6.48646  -0.595
C  -1.15242  2.04907  6.39784  -0.522
C  0.18773  2.36427  6.50704  1.000
C  0.67341  3.64537  6.61054  -0.543
C  -0.24679  4.66321  6.53403  -0.865
C  1.15716  1.23785  6.56772  1.554
C  2.27060  1.24977  7.42641  -0.669
C  3.06540  0.12449  7.50964  -0.348
N  2.77457  -0.97355  6.74739  0.261
C  1.63314  -0.99346  6.03007  -1.183
C  0.86739  0.12550  5.85433  -0.805
C  3.78220  -2.08019  6.73801  -1.153
H  -3.34670  5.27326  7.31404  0.342
H  -2.51434  6.16453  5.90979  0.377
H  -1.88645  6.35159  7.50659  0.330
H  -3.07149  2.97529  6.43277  0.424
H  -1.60305  1.06359  6.21590  0.511
H  1.70682  3.94500  6.54094  0.754
H  0.03384  5.68672  6.64626  0.555
H  2.50209  2.14144  7.99709  0.589
H  3.97194  0.15025  8.13963  0.327
H  1.53617  -1.90477  5.38939  0.835
H  -0.05723  -0.08451  5.26807  0.153
H  3.27632  -3.01019  6.44614  0.364
H  4.33118  -2.08676  7.64176  0.406
H  4.54496  -1.81702  5.99518  0.450
C  7.68869  0.77400  1.96976  -0.772
N  6.23580  0.67212  1.48117  0.740
C  5.20313  1.21137  2.16242  -0.935
C  3.93605  1.17426  1.72655  -0.726
C  3.68173  0.53701  0.50589  1.466
C  4.75871  0.00117  -0.19061  -0.468
C  6.01521  0.13174  0.26700  -1.047
C  2.28630  0.28306  0.08256  1.925
C  1.98591  -1.02726  -0.34629  -0.217
C  0.64559  -1.31699  -0.59313  -2.090
N  -0.32351  -0.42048  -0.39328  0.844
C  -0.07272  0.80207  0.04839  -0.961
C  1.27788  1.20496  0.29339  -0.400
C  -1.71695  -0.90200  -0.63915  -0.988
H  8.01936  -0.25923  2.04390  0.369
H  7.70044  1.31822  2.88424  0.222
H  8.34609  1.22775  1.20014  0.271
H  5.46647  1.76101  3.02615  -0.076
H  3.19671  1.76805  2.27403  0.777
H  4.52786  -0.45355  -1.11245  0.376
H  6.89252  -0.29508  -0.17827  0.548
H  2.75713  -1.84067  -0.43114  0.233
H  0.34361  -2.28138  -0.96511  1.238
H  -0.94272  1.41029  0.24056  0.854
H  1.42128  2.21990  0.62531  0.166
H  -2.43092  -0.02135  -0.66943  -0.054
H  -1.91191  -1.62018  0.15666  0.552
H  -1.60829  -1.43129  -1.59183  0.395
C  3.24286  2.48281  -3.61883  -1.296
C  2.66867  3.67301  -2.94309  -0.028
N  3.35033  5.00382  -3.24664  0.912
C  3.11802  5.98035  -2.09133  -1.409
C  4.89089  4.80062  -3.38114  -0.451
C  5.87005  5.92336  -2.97742  -1.278
C  2.87373  5.51988  -4.56948  -0.798
C  1.54704  6.31178  -4.56363  -0.884
O  0.42306  5.47673  -4.19651  -0.286
C  -0.64263  6.16737  -3.60407  -0.630
H  2.50470  1.66205  -3.63002  0.447
H  4.10845  2.01265  -3.12052  0.270
H  3.61602  2.56216  -4.64652  0.274
H  2.55028  3.50983  -1.92360  0.447
H  1.64570  3.81606  -3.39773  0.068
H  2.03586  6.01968  -1.90727  0.269
H  3.38481  6.96379  -2.38104  0.523
H  3.59145  5.70794  -1.16865  0.537
H  5.01217  4.47761  -4.41529  0.465
H  5.04088  4.03651  -2.61971  0.314
H  6.85828  5.46416  -3.22739  0.417
H  5.77668  6.18002  -1.90109  0.306
H  5.77848  6.78135  -3.62579  0.362
H  2.88256  4.65088  -5.19965  0.442
H  3.59407  6.20844  -4.99358  0.415
H  1.35169  6.69281  -5.59304  0.506
H  1.71482  7.07526  -3.81303  0.494
H  -1.38375  5.41569  -3.48980  0.059
H  -1.04773  6.93197  -4.28210  0.334
H  -0.35980  6.50215  -2.60033  0.375
C  -2.20789  -9.51343  2.27569  -1.182
C  -2.38641  -9.85533  0.76597  -0.662
N  -1.53330  -9.04461  -0.12164  0.319
C  -0.06863  -9.27123  0.25746  -0.998
C  -1.70415  -9.60526  -1.57382  -0.420
C  -3.07383  -9.55477  -2.27878  -1.209
C  -1.91618  -7.52046  0.01928  -0.670
C  -1.51291  -6.65259  -1.16642  0.017
O  -0.15812  -6.84660  -1.49623  -0.356
C  0.31196  -5.82429  -2.40005  -0.783
H  -2.47852  -10.40480  2.81508  0.378
H  -3.01270  -8.86637  2.55862  0.409
H  -1.30734  -8.94207  2.54642  0.242
H  -3.39824  -9.70301  0.39726  0.440
H  -2.08305  -10.83278  0.46339  0.520
H  0.16986  -8.81389  1.21081  0.407
H  0.49125  -8.70071  -0.45531  0.402
H  0.18794  -10.33150  0.35540  0.378
H  -1.31212  -10.61514  -1.56860  0.685
H  -1.05717  -8.95706  -2.17810  0.248
H  -3.79982  -10.05691  -1.67062  0.357
H  -2.96284  -10.23314  -3.14242  0.415
H  -3.38996  -8.52886  -2.59380  0.254
H  -1.40559  -7.15930  0.91577  0.416
H  -3.01268  -7.49416  0.16163  0.254
H  -1.66845  -5.65849  -0.80473  0.184
H  -2.19926  -6.82298  -1.98441  0.128
H  0.36966  -6.18412  -3.43742  0.273
H  1.35416  -5.60265  -2.19921  0.308
H  -0.25021  -4.84498  -2.42583  0.277
N  2.57596  -0.93122  -3.44776  0.049
S  4.09411  -1.27061  -3.64999  0.834
O  4.73599  -2.10789  -2.66409  -0.297
O  4.58859  0.01780  -3.90050  -0.765
F  4.46045  -2.11103  -4.91611  -0.206
S  1.31817  -1.78982  -3.82156  0.767
O  0.10824  -1.08103  -3.68504  -0.610
O  1.15350  -3.06166  -3.22687  -0.414
F  1.51072  -2.05682  -5.37322  -0.257
N  -0.45709  4.59524  1.41405  -0.272
S  0.92384  5.01078  0.76040  0.876
O  0.63173  5.28468  -0.59366  -0.694
O  2.01672  4.12335  1.02369  -0.545
F  1.19977  6.45067  1.29976  -0.295
S  -0.78099  4.29433  2.92788  1.105
O  0.11224  4.84950  3.87492  -0.628
O  -1.27371  2.94262  3.08165  -0.307
F  -2.12410  5.09471  3.25171  -0.355
N  5.49099  3.67096  4.67799  -0.237
S  6.96406  3.75527  4.27444  1.100
O  7.05706  3.86595  2.81322  -0.546
O  7.69175  2.76659  5.07029  -0.625
F  7.59756  5.07617  4.90651  -0.246
S  4.82668  3.41249  6.10004  0.888
O  5.41783  2.46782  6.95759  -0.616
O  3.38060  3.32040  6.04025  -0.334
F  5.15045  4.83817  6.75996  -0.324
N  3.65345  -3.14296  1.93752  -0.132
S  5.18540  -3.45366  1.65163  0.994
O  5.30789  -3.57476  0.24105  -0.522
O  5.86210  -4.31234  2.58053  -0.654
F  6.01400  -2.09910  1.85636  -0.199
S  3.51372  -2.28328  3.28323  0.916
O  2.35256  -1.50055  3.06181  -0.407
O  4.59411  -1.63985  3.89645  -0.622
F  3.04615  -3.30281  4.38949  -0.312
N  -4.43417  2.10275  0.70258  -0.076
S  -4.98283  2.52242  -0.69316  1.304
O  -6.39801  2.39359  -0.84151  -0.779
O  -4.18706  2.01607  -1.71828  -0.683
F  -4.69612  4.09803  -0.63132  -0.291
S  -5.37382  2.42841  1.95090  0.882
O  -6.57552  1.64447  2.02138  -0.536
O  -5.35980  3.84468  2.36067  -0.639
F  -4.36618  1.67401  2.94106  -0.151
N  -2.12657  -3.24931  2.68823  -0.497
S  -3.11242  -3.89642  1.69339  0.911
O  -4.32954  -3.19079  1.46922  -0.464
O  -3.17364  -5.27760  1.73904  -0.602
F  -2.31266  -3.63992  0.33150  -0.267
S  -2.56865  -1.94774  3.42287  0.782
O  -1.51566  -1.55028  4.32760  -0.528
O  -3.95079  -1.81604  3.59965  -0.421
F  -2.29567  -0.87589  2.19549  -0.039

Atoms 1-3, force components in eV/Å:
0.4 -1.9 -0.3
-2.2 0.4 -0.7
1.6 -3.0 0.9



no.,M (g/mol)
1,134.522
2,2172.620